[1]
Entry from OMol25: a structure of composition H8O4Tl (ωB97M-V with the def2-TZVPD basis set).

As for the total energy: -12972.493 eV. As for the spin multiplicity: 1. Its net charge is +3. Its energy relative to the best compared isomer or geometry (same formula, charge and spin) is 179.6 kJ/mol. For the highest occupied orbital energy, the calculation gives -25.14 eV.

Last column: Mulliken charge in e.
Element x y z (Å)
1 Tl -0.342250 0.691311 0.835855  1.639
2 O 1.231743 -1.639522 0.271663  -0.437
3 H 1.071603 -2.137449 -0.562235  0.391
4 H 1.836211 -2.209556 0.810762  0.379
5 O -2.020888 -1.446570 -0.013897  -0.469
6 H -2.655513 -1.615863 -0.752058  0.389
7 H -1.683022 -2.330257 0.257569  0.396
8 O 0.075334 0.370024 -1.963849  -0.474
9 H 0.902103 0.225736 -2.482831  0.382
10 H -0.666714 0.156787 -2.575914  0.390
11 O 0.800040 2.961333 1.870846  -0.472
12 H 0.535828 3.098724 2.819980  0.450
13 H 0.915524 3.875301 1.484108  0.437

Forces on atoms 1 to 2 (eV/Å):
Tl 0.58 -0.93 -1.64
O 0.45 0.49 -0.13

[2]
Entry from OMol25: a structure of composition H9HfO6 (ωB97M-V with the def2-TZVPD basis set).

As for the total energy: -13735.769 eV. As for the spin multiplicity: 1. Its net charge is +1. Its energy relative to the best compared isomer or geometry (same formula, charge and spin) is 52.6 kJ/mol. For the highest occupied orbital energy, the calculation gives -13.82 eV.

Last column: Mulliken charge in e.
Element x y z (Å)
1 Hf 0.208738 -0.352068 -0.200358  1.791
2 O -1.070342 -1.359526 0.836885  -0.738
3 H -2.000575 -1.362912 1.192921  0.263
4 O 1.340602 1.029113 -0.922038  -0.734
5 H 1.860664 1.481812 -1.587492  0.277
6 O 1.446984 -1.786002 -0.608703  -0.703
7 H 2.143007 -2.183897 -1.202350  0.294
8 O -0.931549 1.196597 0.581883  -0.439
9 H -1.901535 1.111824 0.517212  0.323
10 H -0.767980 1.861421 1.300044  0.321
11 O 1.236294 -0.204751 1.714211  -0.561
12 H 0.802223 -0.260279 2.577024  0.360
13 H 1.775703 0.612486 1.832621  0.392
14 O -1.047810 -0.020469 -1.813787  -0.556
15 H -1.412331 0.862399 -2.028510  0.362
16 H -1.682091 -0.625748 -2.189562  0.350

Forces on atoms 1 to 2 (eV/Å):
Hf 4.44 -3.54 0.03
O -3.46 -0.76 1.07

[3]
Entry from OMol25: the molecule H9NP6 (ωB97M-V with the def2-TZVPD basis set).

As for the SMILES: N=P(P)(P)P(P)#[PH2]. As for the total energy: -57365.050 eV. As for the spin multiplicity: 1. Its energy relative to the best compared isomer or geometry (same formula, charge and spin) is 44.7 kJ/mol. For the highest occupied orbital energy, the calculation gives -8.16 eV.

Last column: Mulliken charge in e.
Element x y z (Å)
1 N 0.506694 2.041618 1.188745  -0.630
2 P -0.119347 -2.200526 -0.883742  -0.226
3 P 0.184421 -1.212647 2.272156  -0.155
4 P -1.399589 1.997907 -1.476731  -0.123
5 P 1.822524 0.315263 -1.180677  -0.225
6 P -1.130554 -0.873775 0.581427  -0.002
7 P 0.052859 0.960041 -0.148695  0.312
8 H -0.176454 1.795728 1.887046  0.189
9 H -1.467464 -2.309440 -1.735924  0.118
10 H -0.574637 -3.378667 -0.273009  0.112
11 H -0.727395 -0.648925 3.320147  0.112
12 H -0.377565 -2.659143 2.364072  0.087
13 H -1.313028 1.485834 -2.826307  0.064
14 H -0.291611 2.867941 -1.810258  0.090
15 H 2.370879 1.615542 -1.421988  0.134
16 H 2.640267 0.203249 0.143739  0.144

Forces on atoms 1 to 2 (eV/Å):
N -0.74 -2.67 -3.82
P -2.46 -0.65 -1.39

[4]
Entry from OMol25: a cluster of 4 separate species, H9O4 in total (ωB97M-V with the def2-TZVPD basis set).

As for the total energy: -8332.520 eV. As for the spin multiplicity: 2. Its expectation value of S² is 0.751. Its energy relative to the best compared isomer or geometry (same formula, charge and spin) is 19.5 kJ/mol. For the highest occupied orbital energy (alpha / beta), the calculation gives -3.20 / -12.14 eV.

Last column: Mulliken spin population.
Element x y z (Å)
1 O -0.201230 -0.547681 1.903116  0.298
2 H -0.284543 -1.487548 2.162866  -0.094
3 H -0.950963 -0.364679 0.447970  -0.231
4 H 0.765338 -0.472239 2.029319  -0.052
5 O -1.198135 -0.134921 -2.781515  0.674
6 H -0.587350 0.515178 -3.174783  -0.163
7 H -1.457842 -0.697401 -3.597848  -0.097
8 O -1.659707 -0.091274 -0.237229  0.812
9 H -1.265003 -0.231591 -1.147184  -0.212
10 H -1.897024 0.893275 -0.272004  -0.051
11 O 2.676673 0.576253 1.475029  0.188
12 H 3.447533 0.566041 2.053377  -0.013
13 H 2.612251 1.476586 1.138888  -0.059

Forces on atoms 1 to 2 (eV/Å):
O 0.76 -1.30 0.50
H -0.59 0.40 -0.14

[5]
Entry from OMol25: a cluster of 4 separate species, H9O4 in total (ωB97M-V with the def2-TZVPD basis set).

As for the total energy: -8329.760 eV. As for the spin multiplicity: 1. Its net charge is +1. Its energy relative to the best compared isomer or geometry (same formula, charge and spin) is 35.2 kJ/mol. For the highest occupied orbital energy, the calculation gives -16.49 eV.

Last column: Mulliken charge in e.
Element x y z (Å)
1 O 0.175378 -1.179429 2.016926  -0.654
2 H -0.330240 -2.004643 1.979206  0.325
3 H 0.749288 -1.387152 2.763226  0.325
4 O -2.445064 0.637319 -0.393388  -0.651
5 H -3.000622 1.280375 -0.832574  0.320
6 H -2.790253 0.344073 0.449104  0.315
7 O 2.276924 0.451016 -1.388695  -0.634
8 H 2.672973 -0.372266 -1.700234  0.341
9 H 2.651464 1.130135 -1.958271  0.336
10 O 0.068721 0.077837 -0.269915  -0.394
11 H -0.812646 0.340433 -0.635596  0.454
12 H 0.968948 0.244848 -0.718299  0.485
13 H 0.046504 -0.227550 0.666456  0.431

Forces on atoms 1 to 2 (eV/Å):
O -0.30 -0.78 0.27
H -0.21 0.20 -0.36

[6]
Entry from OMol25: a cluster of 5 separate species, H9O4S in total (ωB97M-V with the def2-TZVPD basis set).

As for the total energy: -19173.240 eV. As for the spin multiplicity: 1. Its net charge is -1. Its energy relative to the best compared isomer or geometry (same formula, charge and spin) is 83.9 kJ/mol. For the highest occupied orbital energy, the calculation gives -3.29 eV.

Last column: Mulliken charge in e.
Element x y z (Å)
1 S -2.801480 0.045124 0.469652  -0.775
2 H -1.792772 0.906959 0.279606  -0.128
3 H 0.409398 0.786604 -1.245216  0.346
4 H -0.917425 1.444239 -1.779387  0.318
5 O -0.104785 1.596981 -1.293755  -0.636
6 H -1.008280 -1.816343 0.526495  0.303
7 H -0.314530 -0.789057 1.370426  0.317
8 O -0.130135 -1.604433 0.883000  -0.699
9 H 1.148608 -1.336648 -1.909947  0.288
10 H 1.100651 -1.483990 -0.420425  0.426
11 O 1.663290 -1.131344 -1.147453  -0.702
12 H 1.579757 0.766144 1.291733  0.330
13 H 0.242557 1.379131 1.148854  0.310
14 O 0.925145 1.236633 1.826416  -0.700

Forces on atoms 1 to 2 (eV/Å):
S -0.10 -0.12 -0.09
H -0.06 0.03 0.02

[7]
Entry from OMol25: a cluster of 5 separate species, H9O4S in total (ωB97M-V with the def2-TZVPD basis set).

As for the total energy: -19173.193 eV. As for the spin multiplicity: 1. Its net charge is -1. Its energy relative to the best compared isomer or geometry (same formula, charge and spin) is 88.5 kJ/mol. For the highest occupied orbital energy, the calculation gives -3.64 eV.

Last column: Mulliken charge in e.
Element x y z (Å)
1 S 1.693845 1.465776 -1.735665  -0.849
2 H 1.335457 2.719432 -1.473601  -0.027
3 H -0.673656 1.483236 -1.694054  0.216
4 H -1.708586 2.397838 -2.098633  0.294
5 O -1.647633 1.461640 -1.885878  -0.601
6 H 1.345200 -0.488984 0.020826  0.269
7 H 0.854477 -1.830120 0.356038  0.309
8 O 1.195044 -1.010859 0.820333  -0.620
9 H -2.612012 -0.584428 -0.083742  0.298
10 H -2.610597 -0.129266 -1.587659  0.386
11 O -2.933957 -0.789898 -0.984761  -0.672
12 H 2.537049 -1.622192 3.011003  0.332
13 H 1.169340 -1.413537 3.502335  0.326
14 O 2.056025 -1.658642 3.833462  -0.660

Forces on atoms 1 to 2 (eV/Å):
S -0.18 -0.44 -0.08
H 0.00 0.34 0.20

[8]
Entry from OMol25: a cluster of 5 separate species, H9O4S in total (ωB97M-V with the def2-TZVPD basis set).

As for the total energy: -19172.779 eV. As for the spin multiplicity: 1. Its net charge is -1. Its energy relative to the best compared isomer or geometry (same formula, charge and spin) is 128.5 kJ/mol. For the highest occupied orbital energy, the calculation gives -3.39 eV.

Last column: Mulliken charge in e.
Element x y z (Å)
1 S -2.264695 1.253246 0.029357  -0.864
2 H -3.504572 0.841884 0.065661  -0.040
3 H -2.352187 -0.483261 2.598889  0.305
4 H -1.620188 -0.760633 1.337815  0.282
5 O -1.594916 -1.041428 2.312266  -0.644
6 H 3.486231 0.491583 -1.063272  0.329
7 H 3.317618 -0.409417 0.169844  0.356
8 O 3.911148 -0.251546 -0.546349  -0.657
9 H -1.264696 -0.066218 -3.600576  0.309
10 H -0.492203 0.528928 -2.461650  0.311
11 O -0.596719 0.636696 -3.426258  -0.651
12 H 1.656103 -1.312615 1.357836  0.359
13 H 2.782472 -2.337805 1.348993  0.338
14 O 2.558805 -1.411770 1.632435  -0.732

Forces on atoms 1 to 2 (eV/Å):
S 1.09 0.08 -0.04
H -0.97 -0.35 -0.06

[9]
Entry from OMol25: a cluster of 5 separate species, H9O5 in total (ωB97M-V with the def2-TZVPD basis set).

As for the total energy: -10385.102 eV. As for the spin multiplicity: 1. Its net charge is -1. Its energy relative to the best compared isomer or geometry (same formula, charge and spin) is 45.6 kJ/mol. For the highest occupied orbital energy, the calculation gives -5.14 eV.

Last column: Mulliken charge in e.
Element x y z (Å)
1 O 0.953954 0.200237 -0.702622  -1.066
2 H 1.243711 0.809606 -1.359304  0.136
3 O 0.647081 -0.417086 2.079006  -0.682
4 H 0.904004 -0.282406 1.126949  0.412
5 H 1.421151 -0.159889 2.607672  0.304
6 O -1.701622 -0.077897 -1.336139  -0.666
7 H -1.634959 0.369423 -2.205692  0.306
8 H -0.714207 0.189406 -1.063750  0.275
9 O 0.869523 -2.319881 -0.834191  -0.728
10 H 1.053171 -1.340611 -1.021256  0.419
11 H -0.086026 -2.373956 -0.723361  0.278
12 O -1.288980 2.047491 1.248330  -0.676
13 H -0.589746 1.638268 1.793620  0.349
14 H -1.077054 1.717295 0.390735  0.339

Forces on atoms 1 to 2 (eV/Å):
O -0.84 -0.15 0.61
H 0.55 0.76 -0.59

[10]
Entry from OMol25: a cluster of 5 separate species, H9O5 in total (ωB97M-V with the def2-TZVPD basis set).

As for the total energy: -10384.086 eV. As for the spin multiplicity: 1. Its net charge is -1. Its energy relative to the best compared isomer or geometry (same formula, charge and spin) is 143.6 kJ/mol. For the highest occupied orbital energy, the calculation gives -5.13 eV.

Last column: Mulliken charge in e.
Element x y z (Å)
1 O -0.944796 0.288080 -0.745370  -1.115
2 H -1.008376 1.223548 -0.987017  0.164
3 O -3.187863 -0.263964 0.515961  -0.707
4 H -3.378316 0.402755 1.200479  0.261
5 H -2.387399 0.053675 0.005086  0.464
6 O 0.392844 -1.331120 0.056356  -0.656
7 H -0.079749 -2.039962 0.539399  0.227
8 H -0.244489 -0.809216 -0.402349  0.418
9 O 1.307435 1.793962 -0.253076  -0.654
10 H 0.323544 1.596431 -0.247684  0.404
11 H 1.693234 0.931910 -0.159619  0.245
12 O 2.739429 -0.784675 0.357095  -0.787
13 H 2.980367 0.119688 0.001777  0.256
14 H 1.794131 -1.181114 0.118962  0.479

Forces on atoms 1 to 2 (eV/Å):
O -2.00 2.37 -0.71
H -0.30 -0.70 -0.47

[11]
Entry from OMol25: a cluster of 5 separate species, H9O5 in total (ωB97M-V with the def2-TZVPD basis set).

As for the total energy: -10384.630 eV. As for the spin multiplicity: 1. Its net charge is -1. Its energy relative to the best compared isomer or geometry (same formula, charge and spin) is 91.1 kJ/mol. For the highest occupied orbital energy, the calculation gives -4.96 eV.

Last column: Mulliken charge in e.
Element x y z (Å)
1 O -0.768577 -0.470803 -0.281695  -1.113
2 H -1.236651 -1.154489 -0.746382  0.180
3 O 1.027125 -0.936641 3.054522  -0.667
4 H 1.288093 -1.439325 2.206989  0.321
5 H -0.027172 -0.903327 3.051153  0.323
6 O 1.825543 -0.708979 0.341633  -0.741
7 H 1.826852 0.095779 -0.290949  0.294
8 H 0.877570 -0.843363 0.253614  0.483
9 O -2.401658 1.634428 -0.556015  -0.713
10 H -2.113152 0.828703 -0.018764  0.378
11 H -1.491440 1.708907 -0.901825  0.299
12 O 0.365621 0.666289 -2.449075  -0.680
13 H 0.536842 -0.172380 -2.844920  0.280
14 H -0.045377 0.405135 -1.583878  0.358

Forces on atoms 1 to 2 (eV/Å):
O 0.51 0.42 0.57
H -0.33 -0.44 -0.30

[12]
Entry from OMol25: a structure of composition HI2OP (ωB97M-V with the def2-TZVPD basis set).

As for the total energy: -27553.964 eV. As for the spin multiplicity: 1. Its energy relative to the best compared isomer or geometry (same formula, charge and spin) is 94.7 kJ/mol. For the highest occupied orbital energy (alpha / beta), the calculation gives -9.15 / -9.15 eV.

Last column: Mulliken charge in e.
Element x y z (Å)
1 O -1.122326 -0.286076 -0.264547  -0.353
2 P -0.021993 -0.451843 0.882929  0.298
3 I 1.168534 2.301570 -0.087758  -0.317
4 I 1.178806 -2.317777 -0.132029  0.045
5 H -1.203020 0.754125 -0.398596  0.327

Forces on atoms 1 to 2 (eV/Å):
O -0.24 2.91 -0.09
P 0.98 0.91 -0.97

- Among the records above, which one has the lowest energy relative to the best compared isomer or geometry (same formula, charge and spin)?
  number 4

- Which of these has the lowest energy relative to the best compared isomer or geometry (same formula, charge and spin)?
  number 4

- What is the formula in the third record?
  H9NP6